{
  "formula": "C54H86IMnN12O4",
  "method": "wB97M-V/def2-TZVPD",
  "total_charge": -1,
  "s2": 8.753,
  "spin_multiplicity": 6,
  "mol_weight_g_mol": 1149.20,
  "homo_lumo_gap_ha": [0.230, 0.230],
  "elements": ["Mn", "I", "C", "C", "C", "O", "C", "C", "C", "O", "O", "O", "H", "H", "C", "C", "C", "C", "N", "H", "H", "H", "H", "H", "H", "H", "C", "C", "C", "C", "N", "H", "H", "H", "H", "H", "H", "H", "C", "C", "C", "C", "N", "H", "H", "H", "H", "H", "H", "H", "C", "C", "C", "C", "N", "H", "H", "H", "H", "H", "H", "H", "C", "C", "C", "C", "N", "H", "H", "H", "H", "H", "H", "H", "C", "C", "C", "C", "N", "H", "H", "H", "H", "H", "H", "H", "C", "C", "C", "C", "N", "H", "H", "H", "H", "H", "H", "H", "C", "C", "C", "C", "N", "H", "H", "H", "H", "H", "H", "H", "C", "C", "C", "C", "N", "H", "H", "H", "H", "H", "H", "H", "C", "C", "C", "C", "N", "H", "H", "H", "H", "H", "H", "H", "C", "C", "C", "C", "N", "H", "H", "H", "H", "H", "H", "H", "C", "C", "C", "C", "N", "H", "H", "H", "H", "H", "H", "H"],
  "xyz": [[1.090, 0.895, 1.843], [-0.333, -0.416, -0.097], [3.303, -2.536, 3.302], [2.967, -3.554, 4.309], [1.588, -3.381, 5.086], [1.235, -4.162, 6.007], [0.734, -2.262, 4.768], [1.150, -1.315, 3.891], [2.472, -1.467, 3.122], [2.789, -0.656, 2.130], [0.386, -0.249, 3.712], [3.656, -4.495, 4.686], [4.103, -2.740, 2.606], [-0.178, -2.194, 5.342], [2.445, -5.979, -0.215], [2.993, -4.689, 0.513], [2.843, -3.369, -0.319], [3.566, -3.351, -1.584], [4.147, -3.297, -2.598], [1.356, -5.973, -0.267], [2.696, -6.901, 0.309], [2.917, -6.062, -1.194], [4.050, -4.829, 0.740], [2.539, -4.534, 1.492], [3.194, -2.512, 0.254], [1.782, -3.207, -0.512], [-4.447, -1.110, -5.763], [-2.970, -0.989, -5.287], [-2.799, -1.187, -3.757], [-3.181, -2.515, -3.276], [-3.526, -3.537, -2.904], [-4.458, -1.177, -6.850], [-5.158, -0.371, -5.393], [-4.829, -2.092, -5.484], [-2.541, -0.018, -5.534], [-2.346, -1.703, -5.824], [-3.342, -0.468, -3.143], [-1.742, -1.030, -3.542], [0.321, -4.735, -4.941], [0.075, -5.022, -3.480], [0.198, -6.521, -3.101], [-0.605, -7.450, -3.979], [-1.143, -8.217, -4.700], [-0.063, -5.489, -5.628], [1.401, -4.782, -5.080], [-0.016, -3.718, -5.143], [-0.960, -4.733, -3.297], [0.763, -4.400, -2.908], [-0.067, -6.686, -2.057], [1.245, -6.823, -3.098], [-5.842, 1.183, -1.491], [-4.807, 0.562, -0.603], [-4.995, 0.731, 0.922], [-5.015, 2.164, 1.327], [-4.981, 3.276, 1.664], [-6.175, 2.139, -1.087], [-6.698, 0.548, -1.721], [-5.371, 1.456, -2.435], [-3.867, 1.035, -0.886], [-4.733, -0.480, -0.914], [-4.294, 0.166, 1.536], [-5.987, 0.330, 1.129], [-0.371, -4.252, 1.646], [-1.483, -5.204, 1.281], [-2.603, -4.560, 0.440], [-3.467, -3.647, 1.194], [-4.116, -2.860, 1.752], [-0.705, -3.444, 2.297], [0.090, -3.741, 0.800], [0.357, -4.776, 2.265], [-1.923, -5.609, 2.192], [-1.202, -6.066, 0.676], [-3.171, -5.442, 0.144], [-2.189, -4.135, -0.475], [-4.608, 0.452, 4.722], [-3.283, -0.211, 4.285], [-3.203, -1.601, 4.803], [-2.983, -1.779, 6.239], [-2.847, -1.848, 7.364], [-5.473, -0.072, 4.315], [-4.751, 1.411, 4.225], [-4.740, 0.597, 5.795], [-2.431, 0.348, 4.673], [-3.175, -0.283, 3.203], [-2.344, -2.065, 4.318], [-4.081, -2.153, 4.469], [1.974, 5.857, 2.588], [2.965, 5.616, 3.694], [2.516, 4.424, 4.590], [2.337, 3.139, 3.883], [2.214, 2.177, 3.271], [2.281, 6.749, 2.042], [0.963, 6.002, 2.968], [2.078, 5.034, 1.882], [3.109, 6.481, 4.342], [3.942, 5.335, 3.302], [1.661, 4.728, 5.194], [3.334, 4.356, 5.308], [-1.583, 3.978, 5.198], [-2.660, 4.168, 4.052], [-2.060, 4.604, 2.666], [-1.128, 3.611, 2.167], [-0.368, 2.824, 1.715], [-1.056, 4.890, 5.481], [-0.757, 3.333, 4.899], [-2.064, 3.599, 6.100], [-3.398, 4.937, 4.281], [-3.179, 3.224, 3.886], [-1.574, 5.569, 2.813], [-2.850, 4.769, 1.934], [5.262, 0.014, -0.691], [6.233, 0.038, 0.548], [6.135, 1.211, 1.504], [6.219, 2.536, 0.814], [6.296, 3.589, 0.325], [5.451, 0.846, -1.369], [4.214, 0.059, -0.396], [5.370, -0.934, -1.218], [7.260, -0.110, 0.213], [6.016, -0.773, 1.242], [6.886, 1.111, 2.288], [5.168, 1.129, 2.001], [1.064, 0.594, -6.184], [1.206, -0.738, -5.461], [1.569, -0.585, -3.936], [2.655, 0.347, -3.695], [3.586, 1.029, -3.499], [2.027, 1.080, -6.337], [0.365, 1.230, -5.640], [0.665, 0.413, -7.181], [1.864, -1.418, -6.002], [0.229, -1.223, -5.470], [1.811, -1.567, -3.527], [0.752, -0.132, -3.374], [-2.823, 4.020, -1.518], [-1.529, 3.240, -1.826], [-1.186, 3.315, -3.305], [-1.095, 4.707, -3.802], [-1.043, 5.783, -4.177], [-2.943, 3.942, -0.438], [-3.598, 3.505, -2.086], [-2.713, 5.089, -1.702], [-1.620, 2.203, -1.502], [-0.716, 3.727, -1.289], [-1.898, 2.706, -3.862], [-0.202, 2.907, -3.537], [2.078, 5.612, -1.591], [3.492, 5.053, -1.488], [3.506, 3.534, -1.660], [2.802, 2.787, -0.630], [2.165, 2.160, 0.132], [1.981, 6.698, -1.594], [1.331, 5.169, -0.933], [1.592, 5.319, -2.522], [3.920, 5.263, -0.508], [4.177, 5.428, -2.248], [4.528, 3.169, -1.766], [2.961, 3.354, -2.586]],
  "atomic_forces_ev_per_a": [[0.45, -1.39, 0.70], [-0.34, -0.20, -0.45], [-0.98, -1.66, 1.60], [-0.11, 0.17, 0.86], [-1.21, -0.72, 1.66], [1.33, 0.96, -1.99], [1.24, -1.07, -0.06], [-1.30, 1.83, -0.02], [0.60, 0.32, -2.12], [-1.83, 0.78, 1.06], [1.63, -0.13, -1.50], [0.01, 0.38, -0.85], [0.27, 0.22, 0.13], [-0.06, 0.25, -0.07], [0.52, 0.98, 0.74], [0.12, -0.51, -0.73], [-0.21, -0.81, 0.70], [1.10, -0.02, -2.10], [-1.21, -0.17, 1.96], [-0.04, 0.23, -0.30], [0.18, 0.17, 0.28], [-0.27, 0.07, -0.22], [0.11, -0.07, -0.13], [-0.24, 0.03, -0.21], [-0.09, 0.09, 0.24], [-0.05, 0.21, -0.16], [0.85, -0.87, -0.23], [-1.07, 0.21, 0.47], [0.49, -0.03, -0.48], [0.21, 0.94, -0.45], [-0.21, -0.92, 0.30], [-0.12, 0.53, -0.09], [0.34, 0.20, -0.02], [-0.03, -0.06, 0.36], [-0.16, 0.18, 0.02], [-0.12, -0.24, 0.10], [-0.12, 0.19, -0.21], [0.08, -0.09, 0.34], [1.20, -0.22, -0.01], [-1.12, -0.75, -0.21], [-0.06, -0.03, -0.16], [-0.70, -1.71, -1.59], [1.63, 2.59, 2.39], [-0.55, 0.27, 0.05], [0.19, 0.28, -0.31], [-0.05, -0.15, -0.43], [0.01, 0.15, 0.51], [-0.15, -0.23, 0.38], [-0.45, 0.05, -0.05], [0.07, -0.21, -0.53], [-0.49, 0.88, -0.31], [1.10, 0.01, -0.05], [-0.97, 0.21, -0.61], [0.43, 0.74, 0.38], [-0.10, -1.57, -0.55], [-0.31, 0.03, 0.08], [-0.06, 0.03, 0.23], [-0.07, -0.17, -0.22], [0.33, -0.17, 0.23], [0.24, -0.21, 0.65], [0.16, 0.15, -0.24], [-0.11, -0.01, 0.39], [0.27, 0.02, 0.55], [-0.51, 0.54, -0.06], [0.05, -1.10, 0.43], [-0.48, 1.42, 0.17], [0.83, -1.19, -0.68], [-0.35, 0.05, -0.01], [0.10, -0.28, -0.13], [0.33, 0.02, -0.25], [-0.04, -0.06, 0.06], [0.61, -0.01, 0.10], [-0.63, 0.36, -0.27], [-0.23, 0.45, 0.15], [-0.04, 0.42, -1.17], [-0.66, 1.17, 0.87], [0.70, -1.54, -0.27], [-0.68, 0.64, -1.74], [0.25, -0.19, 1.79], [-0.02, -0.62, 0.28], [0.37, 0.44, 0.22], [0.22, -0.19, -0.02], [0.08, 0.16, -0.19], [-0.10, 0.20, 0.03], [0.07, -0.27, -0.06], [-0.02, -0.21, 0.22], [0.76, 0.48, -0.50], [-0.25, -1.09, 0.34], [0.90, 0.70, 0.35], [0.05, 0.76, 0.26], [0.02, 0.59, 0.22], [-0.23, 0.13, -0.10], [-0.05, -0.20, -0.15], [-0.61, -0.11, -0.05], [-0.10, -0.02, 0.05], [0.04, 0.23, -0.21], [-0.36, -0.45, -0.29], [-0.05, -0.68, 0.17], [-0.58, 0.47, -0.90], [1.17, -0.10, -0.10], [-0.40, 0.07, 1.21], [2.77, -2.49, -1.95], [-2.56, 2.51, 1.89], [-0.37, 0.47, -0.09], [-0.33, -0.54, -0.12], [0.09, -0.17, -0.12], [0.01, -0.14, 0.31], [-0.08, 0.05, 0.17], [0.38, -0.06, -0.18], [-0.09, -0.26, 0.02], [0.48, -0.01, 1.22], [-0.56, -0.67, -0.62], [-0.43, 0.84, -0.70], [0.22, 0.87, 0.21], [-0.21, -1.55, 0.56], [0.13, -0.09, -0.07], [-0.02, 0.13, 0.28], [0.21, 0.12, -0.15], [0.06, 0.14, -0.09], [-0.11, -0.52, -0.43], [0.15, 0.34, -0.13], [-0.21, 0.29, -0.01], [0.10, -0.45, -0.27], [-0.35, 0.29, 0.82], [-0.23, 0.09, -1.09], [2.88, 1.04, 0.36], [-2.17, -1.28, -0.51], [-0.06, 0.19, 0.30], [0.12, 0.25, -0.06], [-0.15, 0.08, -0.03], [0.31, 0.10, 0.28], [-0.10, -0.15, 0.02], [0.06, 0.14, 0.27], [-0.45, -0.40, 0.01], [1.15, -0.82, 0.49], [0.05, 1.19, 0.09], [0.50, 0.05, -0.34], [-0.66, -1.44, 0.33], [0.16, 0.95, -0.28], [-0.65, -0.22, -0.03], [-0.55, 0.58, 0.25], [-0.23, -0.11, -0.54], [0.19, 0.01, -0.02], [0.16, -0.32, 0.27], [-0.16, 0.38, -0.37], [0.12, -0.35, 0.24], [-0.71, -0.14, -0.95], [-0.24, -0.24, 0.92], [-0.17, 0.36, -0.54], [-1.82, -1.80, 2.01], [1.94, 1.77, -1.72], [0.26, -0.02, 0.38], [0.45, 0.12, 0.90], [0.42, 0.01, -0.65], [0.16, 0.30, -0.03], [-0.21, 0.30, 0.03], [-0.15, -0.17, 0.08], [0.19, -0.47, -0.12]],
  "lowdin_spin": [4.724, 0.050, 0.002, 0.001, 0.001, 0.002, 0.003, 0.002, 0.002, 0.044, 0.044, 0.001, 0.000, 0.000, 0.000, 0.000, 0.000, 0.000, 0.000, 0.000, 0.000, 0.000, 0.000, 0.000, 0.000, 0.000, 0.000, 0.000, 0.001, 0.000, 0.000, 0.000, 0.000, 0.000, 0.000, 0.000, 0.000, 0.001, 0.000, 0.000, 0.000, 0.000, 0.000, 0.000, 0.000, 0.000, 0.000, 0.000, 0.000, 0.000, 0.000, 0.000, 0.000, 0.000, 0.000, 0.000, 0.000, 0.000, 0.000, 0.000, 0.000, 0.000, 0.000, 0.000, 0.000, 0.000, 0.000, 0.000, 0.000, 0.000, 0.000, 0.000, 0.000, 0.000, 0.000, 0.000, 0.000, 0.000, 0.000, 0.000, 0.000, 0.000, 0.000, 0.000, 0.000, 0.000, 0.000, 0.000, 0.002, 0.016, 0.024, 0.000, 0.000, 0.000, 0.000, 0.000, 0.000, 0.000, 0.000, 0.001, 0.001, 0.010, 0.026, 0.000, 0.000, 0.000, 0.000, 0.000, 0.000, 0.000, 0.000, 0.000, 0.000, 0.000, 0.000, 0.000, 0.000, 0.000, 0.000, 0.000, 0.000, 0.000, 0.000, 0.000, 0.000, 0.000, 0.000, 0.000, 0.000, 0.000, 0.000, 0.000, 0.000, 0.001, 0.000, 0.000, 0.000, 0.000, 0.000, 0.000, 0.000, 0.000, 0.001, 0.000, 0.000, 0.000, 0.000, 0.000, 0.001, 0.007, 0.027, 0.000, 0.000, 0.000, 0.000, 0.000, 0.000, 0.000]
}